Entry 1:
{"formula": "C6H10N2", "method": "the ωB97M-V functional and the def2-TZVPD basis", "symbols": ["C", "C", "C", "C", "C", "C", "N", "N", "H", "H", "H", "H", "H", "H", "H", "H", "H", "H"], "coordinates": [[0.801821, -1.131635, -1.236697], [-1.082592, -0.957075, 1.148614], [0.736067, 0.310189, -0.689834], [-0.552702, 0.345055, 0.583437], [1.757995, 0.487461, 0.451259], [-1.398212, 1.403632, 0.493042], [1.018645, 0.590931, 1.446789], [0.767769, 1.329853, -1.542311], [-0.168570, 1.706146, -1.709044], [2.843106, 0.497565, 0.384117], [0.881420, -1.875205, -0.445378], [-0.095470, -1.317418, -1.828470], [1.676225, -1.203885, -1.883135], [-1.860745, -0.764777, 1.889939], [-1.527080, -1.567234, 0.359254], [-0.307850, -1.552580, 1.631131], [-1.106558, 2.324037, 0.003238], [-2.383269, 1.374940, 0.944050]], "forces_ev_per_a": [[-0.28, 0.34, -0.17], [0.01, -0.04, -0.17], [-0.36, -1.33, 2.11], [1.99, -0.70, -0.42], [-0.46, -0.10, -0.75], [-0.34, 0.61, -0.11], [-0.48, 0.02, 0.34], [-0.12, 1.12, -0.69], [0.00, -0.22, -0.24], [-0.05, 0.06, 0.16], [-0.04, 0.14, 0.04], [0.06, -0.10, -0.02], [-0.03, -0.01, -0.03], [0.05, 0.06, -0.03], [-0.01, 0.02, 0.00], [0.04, 0.09, -0.03], [-0.02, 0.03, 0.04], [0.04, 0.00, -0.01]], "largest_force_ha_per_bohr": 0.0490, "homo_energy_ha": [-0.324, -0.295]}

***

Entry 2:
{"formula": "C6H10N2", "method": "the ωB97M-V functional and the def2-TZVPD basis", "symbols": ["C", "C", "C", "C", "C", "C", "H", "H", "H", "H", "H", "H", "H", "H", "H", "H", "N", "N"], "coordinates": [[-1.498280, 1.744164, -0.149953], [-1.028502, 0.373818, -0.150872], [-1.977401, -0.644208, -0.029813], [0.044099, -1.607209, -0.057194], [0.261202, -0.316662, -0.162808], [1.629231, 0.438553, 0.028481], [-2.478197, 1.703720, -0.647281], [-0.750507, 2.487231, -0.551878], [-2.090315, 2.050154, 1.224629], [-3.069889, -0.700869, 0.518500], [-1.646825, -2.717973, 0.219125], [0.699945, -2.351659, 0.046442], [1.670577, 0.827154, 1.153004], [1.662609, 1.177791, -0.740278], [3.610000, 0.391498, 0.328891], [3.295115, -0.719465, -0.891799], [-1.178731, -1.886624, -0.133907], [2.845876, -0.249407, -0.003282]], "forces_ev_per_a": [[-1.60, 1.78, 2.92], [-0.61, -2.94, 0.73], [0.11, -2.03, 0.81], [3.02, 0.59, -0.52], [2.04, 4.74, 0.62], [-2.31, 0.32, 1.53], [0.67, 0.79, -0.21], [-1.23, -0.46, 0.82], [2.24, -0.43, -3.75], [2.96, 0.27, -2.14], [0.68, 0.11, -0.38], [2.81, -2.59, 0.24], [-0.68, -0.02, -2.51], [-0.52, 1.49, -0.09], [-1.17, -1.04, -0.37], [-2.04, 1.44, 1.91], [-9.18, 0.45, 1.48], [4.80, -2.48, -1.08]], "largest_force_ha_per_bohr": 0.1811, "homo_energy_ha": -0.290}